(1)
Molecular formula: C34H18AgF9N3O3S2
Method: DFT, wB97M-V/def2-TZVPD

Properties
Orbital gap = 7.243 eV
Net charge = -1

```
70
Properties=species:S:1:pos:R:3:forces:R:3
Ag 0.220498 -1.272591 -0.012671 0.2 0.3 0.3
O 3.381963 -4.266587 1.416538 0.1 0.6 -0.1
C 2.520385 -3.489139 0.993955 -1.9 0.1 -0.5
O 2.396111 -2.246245 0.862612 1.1 -0.8 0.3
C 1.162034 -4.227607 0.546322 -0.1 -1.2 -0.1
C 1.091360 -5.664485 0.349337 1.8 1.1 0.9
C -0.026804 -6.260361 -0.079688 -0.2 -0.7 0.6
C -1.211545 -5.531382 -0.098903 -1.9 0.7 -0.1
C -2.525897 -6.084936 -0.280877 2.1 -0.9 -0.9
C -3.633456 -5.331215 -0.253443 -0.2 0.1 -0.2
C -3.516054 -3.951703 -0.072850 -0.7 1.1 0.2
C -2.304182 -3.367631 0.070424 0.8 0.6 -0.2
C -1.134036 -4.148392 0.124979 0.8 -0.1 0.1
N 0.072976 -3.532469 0.390002 -0.6 0.6 -0.4
H 1.963498 -6.215716 0.690252 0.1 0.0 -0.6
H -0.080178 -7.322411 -0.218163 0.1 -0.5 -0.1
H -2.591832 -7.111990 -0.645299 0.0 0.0 0.5
H -4.527409 -5.835001 -0.537726 -0.9 0.1 0.2
H -4.353907 -3.262645 -0.057617 -0.3 -0.4 -0.2
H -2.170351 -2.281534 0.025708 -0.2 -0.3 0.5
S 2.179061 2.522498 6.215300 -0.8 -0.9 0.3
C 1.673737 1.717325 7.689082 0.3 1.3 -0.7
C 0.812834 0.737860 7.425717 -0.2 -1.6 -0.1
C 0.578454 0.523804 6.038509 0.1 0.3 0.7
C 1.189452 1.421944 5.224315 0.5 0.6 0.4
C 1.202182 1.585109 3.758419 0.5 0.9 0.9
C 1.088317 0.448913 2.927753 0.4 0.5 1.0
N 1.238991 0.523539 1.661313 -0.5 0.1 -2.4
C 1.392041 1.718520 1.026547 -0.1 -0.5 1.3
C 1.482820 2.913636 1.771304 1.1 0.1 -0.2
C 1.757348 4.150098 1.069991 -0.8 0.8 0.7
C 1.830614 4.167522 -0.277729 0.3 0.9 0.9
C 1.805924 2.969422 -1.008926 -0.5 0.1 -1.5
C 1.867860 3.040472 -2.422032 -0.6 -1.5 0.6
C 1.666951 1.869058 -3.135805 0.1 1.4 0.3
C 1.427149 0.669378 -2.455267 0.0 -1.5 0.0
N 1.387824 0.612090 -1.155116 -0.1 0.1 1.0
C 1.517907 1.746771 -0.399807 0.4 -0.6 -1.1
C 1.633620 1.970933 -4.562697 -0.4 -1.5 -1.4
C 2.323184 2.803233 -5.386632 0.6 0.4 1.6
C 2.113608 2.548557 -6.735271 0.6 0.9 -1.0
C 1.306598 1.503453 -6.981508 -0.3 -0.1 1.1
S 0.733365 0.771200 -5.511582 0.7 1.2 -0.3
C 1.479008 2.823905 3.188140 -1.0 -1.7 -1.5
H 1.920069 2.072018 8.660358 0.5 0.3 0.4
H 0.427466 0.001407 8.143262 0.1 0.7 -0.1
H -0.030875 -0.325645 5.861569 -0.5 -0.4 -1.2
H 0.990492 -0.537942 3.360417 -0.1 -0.1 0.1
H 1.755178 5.119237 1.625220 0.1 -1.0 -0.3
H 1.894348 5.112413 -0.820956 0.2 -0.2 0.2
H 1.892644 3.987905 -2.943705 0.2 0.0 0.1
H 1.264479 -0.330595 -3.000131 0.3 1.7 0.7
H 3.033750 3.533940 -4.983204 -0.4 -0.2 -0.3
H 2.562628 3.191159 -7.489656 -0.2 -0.3 -0.1
H 0.945876 1.278340 -7.937706 -0.5 -0.8 -1.0
H 1.593510 3.728576 3.719093 0.1 0.7 0.9
F -3.759734 2.042607 0.868766 0.6 -0.7 -0.5
C -3.526164 0.966027 0.033064 -0.9 0.4 1.0
F -4.684599 0.771794 -0.593891 -0.9 0.2 -0.6
F -3.407300 -0.103755 0.830478 0.6 0.2 -0.1
C -2.312003 1.183724 -0.936916 0.8 -0.6 0.7
O -1.207756 0.659265 -0.369162 -0.8 0.9 -0.9
C -2.209533 2.734722 -1.199177 1.0 -0.2 1.1
F -3.345802 3.340827 -1.485065 -1.1 0.1 -0.5
F -1.724982 3.385606 -0.115824 0.2 -0.3 -0.1
F -1.357599 3.004861 -2.191942 0.3 -0.2 -0.6
C -2.679405 0.414039 -2.288074 -1.4 0.8 2.6
F -1.712065 0.329779 -3.129922 1.6 -0.1 -1.3
F -3.760162 0.899263 -2.941345 0.2 0.0 -0.2
F -2.984483 -0.814770 -1.852462 -0.2 -0.9 -0.6
```
Positions in Å, forces in eV/Å.



(2)
Molecular formula: C34H20Cl4N3O5OsSSb
Method: DFT, wB97M-V/def2-TZVPD

Properties
Orbital gap (spin up / spin down) = 7.437 / 6.577 eV
Net charge = 0
Energy above the lowest of the compared OMol25 structures with the same formula, charge and spin = 0.00 kcal/mol
Multiplicity = 5

```
69
Properties=species:S:1:pos:R:3:forces:R:3
Os 1.007341 0.727359 0.809795 -0.3 0.1 -0.1
Cl -4.030702 5.263957 0.688683 0.0 0.0 0.0
C -2.902069 4.068075 1.195568 -0.1 0.0 0.1
C -3.065860 3.426159 2.431345 0.0 0.1 0.0
Cl -4.395044 3.832487 3.443399 0.0 0.0 0.0
C -2.166708 2.446456 2.838395 0.0 -0.1 0.1
Cl -2.334477 1.603303 4.325672 0.0 0.0 0.0
C -1.112919 2.109922 2.002510 0.2 -0.2 0.2
O -0.231129 1.135173 2.278409 -0.1 0.0 -0.1
C -0.947539 2.746170 0.778929 0.2 0.0 -0.3
O 0.062864 2.293541 0.022646 0.0 0.0 0.1
C -1.837598 3.729187 0.367248 0.0 0.0 -0.1
Cl -1.613256 4.435245 -1.184421 0.0 0.0 0.0
O 6.650760 3.204707 4.553672 0.0 0.0 -0.1
C 5.336763 3.081378 4.841513 0.1 -0.2 0.2
O 4.846295 3.752122 5.702732 0.0 0.1 -0.1
C 4.560332 2.046387 4.077970 0.1 0.1 0.0
C 4.987494 1.505632 2.869458 0.0 0.0 0.0
C 4.214076 0.566131 2.208753 0.0 0.0 0.0
C 3.002652 0.152831 2.761046 0.0 0.0 0.0
S 1.987511 -1.041415 1.892537 0.1 0.0 0.1
C 2.565570 0.702885 3.967569 0.0 0.0 0.0
C 3.341956 1.646467 4.615812 -0.1 -0.1 0.0
H 6.925212 2.535582 3.915508 0.0 0.0 0.0
H 5.907565 1.829608 2.396092 0.0 0.0 0.0
H 4.535687 0.160392 1.258647 0.0 0.0 0.0
H 1.613185 0.394489 4.378252 0.0 0.0 0.0
H 3.014662 2.093563 5.544620 0.0 0.0 0.0
C -5.494730 -0.621028 0.686566 0.0 0.0 0.0
C -4.742106 0.516603 0.430468 0.0 0.0 0.0
C -3.425210 0.392871 0.009470 -0.1 -0.1 0.0
C -2.854282 -0.867318 -0.166884 0.0 0.0 0.0
C -3.612776 -2.004449 0.097376 0.0 0.0 0.0
C -4.930275 -1.877871 0.520379 0.0 0.0 0.0
Sb -0.818309 -1.000143 -0.753238 -0.1 0.0 0.1
C -0.905728 -0.372149 -2.771200 0.0 0.0 0.0
C -1.659789 0.739704 -3.132938 0.0 0.0 0.0
C -1.659784 1.175569 -4.450928 0.0 0.0 0.0
C -0.904421 0.508436 -5.405359 0.0 0.0 0.0
C -0.146183 -0.597377 -5.045109 0.0 0.0 0.0
C -0.143341 -1.037505 -3.728302 0.0 0.0 0.0
C -0.593200 -3.079532 -1.030823 0.1 0.0 0.0
C -1.327965 -3.722495 -2.026401 0.0 0.0 0.1
C -1.191913 -5.090873 -2.209877 0.0 0.0 0.0
C -0.322125 -5.817654 -1.406508 0.0 0.0 0.0
C 0.413779 -5.179259 -0.419392 0.0 0.0 0.0
C 0.280353 -3.809348 -0.230283 0.0 0.0 0.0
H -6.520000 -0.527818 1.020631 0.0 0.0 0.0
H -5.174316 1.500968 0.563982 0.0 0.0 0.0
H -2.850653 1.291450 -0.177371 0.0 0.0 0.0
H -3.182445 -2.991700 -0.017666 0.0 0.0 0.0
H -5.514908 -2.765680 0.725012 0.0 0.0 0.0
H -2.249192 1.274707 -2.398397 0.0 0.0 0.0
H -2.247459 2.040751 -4.729472 0.0 0.0 0.0
H -0.903541 0.853517 -6.431299 0.0 0.0 0.0
H 0.448638 -1.117760 -5.784799 0.0 0.0 0.0
H 0.451604 -1.902377 -3.457304 0.0 0.0 0.0
H -2.000339 -3.158928 -2.663273 0.0 0.0 0.0
H -1.761742 -5.589100 -2.983620 0.0 0.0 0.0
H -0.215023 -6.884364 -1.555095 0.0 0.0 0.0
H 1.095866 -5.744699 0.202017 0.0 0.0 0.0
H 0.866514 -3.317375 0.536614 0.0 0.0 0.0
O 2.193791 0.675611 -0.764562 0.2 -0.1 -0.3
N 2.285973 -0.407537 -1.536792 -0.1 0.2 0.2
C 3.270681 -0.368471 -2.362564 0.1 0.0 -0.1
C 3.402701 -1.478849 -3.271948 0.0 0.2 0.2
N 3.498144 -2.363076 -3.997348 0.0 0.0 0.0
C 4.225796 0.713564 -2.407863 -0.2 -0.2 -0.1
N 4.995293 1.563189 -2.458257 0.0 0.0 0.0
```
Positions in Å, forces in eV/Å.



(3)
Molecular formula: C34H22BrN6O3Ta
Method: DFT, wB97M-V/def2-TZVPD

Properties
Orbital gap = 7.067 eV
Net charge = +2
Energy above the lowest of the compared OMol25 structures with the same formula, charge and spin = 0.00 kcal/mol

```
67
Properties=species:S:1:pos:R:3:forces:R:3
Ta 0.151139 0.260498 -0.048471 0.1 0.0 0.1
O -1.418655 0.518024 3.840758 0.0 0.0 0.0
C -1.057528 0.778499 2.728300 -0.1 0.1 0.0
N -0.543682 -0.103689 1.800761 -0.1 0.0 0.0
C 0.165806 -1.268057 2.194592 0.1 0.1 -0.1
C -0.365323 -2.346082 2.897328 0.0 0.0 0.0
C 0.466369 -3.398528 3.219274 0.0 0.0 0.0
C 1.810729 -3.390398 2.828158 0.0 0.0 0.0
C 2.345479 -2.335284 2.115908 0.1 0.0 0.0
C 1.520504 -1.253078 1.806062 -0.1 0.1 0.0
N 1.858408 -0.143746 1.002795 0.0 -0.1 0.1
C 3.136339 0.303004 0.784326 -0.1 0.0 -0.1
O 4.139464 -0.033042 1.355600 0.0 0.0 0.0
C 3.134069 1.287048 -0.350855 0.0 0.0 0.0
C 4.285542 1.930861 -0.740907 0.0 0.0 0.0
C 4.235473 2.757316 -1.855854 0.0 0.0 0.0
C 3.035849 2.885157 -2.537453 0.0 0.0 0.0
C 1.918854 2.210960 -2.076190 0.0 0.0 0.0
N 1.955369 1.429150 -0.987979 -0.1 0.0 0.0
C -1.027570 2.164161 2.156057 0.1 0.0 0.0
C -1.518247 3.251352 2.841137 0.0 0.0 0.0
C -1.333743 4.512220 2.290489 0.0 0.0 0.0
C -0.669636 4.623289 1.078144 0.0 0.0 0.0
C -0.224697 3.478173 0.445348 0.0 0.0 0.0
N -0.392543 2.260073 0.973340 0.0 0.0 0.0
H -1.400093 -2.323449 3.210748 0.0 0.0 0.0
H 0.080826 -4.231037 3.791927 0.0 0.0 0.0
H 2.447946 -4.221357 3.099969 0.0 0.0 0.0
H 3.388462 -2.320329 1.835343 0.0 0.0 0.0
H 5.190434 1.762014 -0.173196 0.0 0.0 0.0
H 5.120041 3.280636 -2.193646 0.0 0.0 0.0
H 2.955117 3.498094 -3.423828 0.0 0.0 0.0
H 0.967893 2.284061 -2.582058 0.0 0.0 0.0
H -2.009622 3.091263 3.790975 0.0 0.0 0.0
H -1.693636 5.393732 2.803960 0.0 0.0 0.0
H -0.494599 5.586754 0.621025 0.0 0.0 0.0
H 0.281360 3.528175 -0.507872 0.0 0.0 0.0
Br -6.405835 3.039192 -2.037617 0.0 0.0 0.0
C -4.625054 2.472158 -1.870176 0.0 0.0 0.0
C -3.584084 3.331384 -2.231012 0.0 0.0 0.0
C -2.268515 2.927718 -2.115021 0.1 0.1 0.0
C -1.959096 1.669098 -1.612733 0.0 0.0 0.0
O -0.665844 1.289158 -1.511845 -0.1 0.0 0.0
C -3.004615 0.795726 -1.267809 0.0 -0.1 0.0
C -2.733041 -0.576951 -0.944312 -0.1 0.0 0.0
N -1.581450 -1.018689 -0.575296 0.2 -0.1 0.0
C -1.312307 -2.415697 -0.528858 0.0 0.1 0.0
C -2.186960 -3.417748 -0.228706 -0.1 0.0 0.0
C -1.758383 -4.763286 -0.300746 0.0 0.0 0.0
C -0.485754 -5.074637 -0.685927 0.0 0.0 0.0
C 0.440455 -4.043761 -0.988372 0.0 -0.1 0.0
C 1.766779 -4.266648 -1.410496 0.0 0.0 0.0
C 2.583903 -3.198622 -1.675880 0.0 0.0 0.0
C 2.102223 -1.903613 -1.468866 0.0 0.0 0.0
N 0.865695 -1.648921 -1.068919 -0.1 0.0 0.0
C 0.020368 -2.711298 -0.870686 0.1 0.1 0.0
C -4.338717 1.205040 -1.420795 0.0 0.0 0.0
H -3.815605 4.315606 -2.615453 0.0 0.0 0.0
H -1.466724 3.586236 -2.423218 0.0 0.0 0.0
H -3.538679 -1.293748 -1.094018 0.0 0.0 0.0
H -3.203663 -3.198307 0.072655 0.0 0.0 0.0
H -2.458655 -5.549897 -0.056963 0.0 0.0 0.0
H -0.168904 -6.106619 -0.761518 0.0 0.0 0.0
H 2.129150 -5.280897 -1.525401 0.0 0.0 0.0
H 3.600576 -3.335545 -2.014473 0.0 0.0 0.0
H 2.751946 -1.051381 -1.620104 0.0 0.0 0.0
H -5.141114 0.518520 -1.181462 0.0 0.0 0.0
```
Positions in Å, forces in eV/Å.